{
  "formula": "C7H6O2",
  "method": "the ωB97M-V functional and the def2-TZVPD basis",
  "elements": ["C", "C", "C", "C", "O", "C", "C", "C", "O", "H", "H", "H", "H", "H", "H"],
  "coordinates": [[0.95, 2.08, -0.02], [0.48, 0.64, -0.04], [-0.76, 0.07, -0.05], [-2.14, 0.61, 0.01], [-3.09, -0.14, 0.07], [-0.53, -1.45, -0.05], [0.78, -1.71, -0.01], [1.53, -0.41, -0.01], [2.74, -0.25, 0.09], [0.42, 2.78, -0.71], [1.01, 2.55, 0.97], [1.97, 2.09, -0.39], [-2.31, 1.69, 0.06], [-1.34, -2.20, -0.08], [1.18, -2.74, -0.05]],
  "mulliken_charge": [-1.19, 0.35, 0.27, -0.15, -0.47, -0.36, -0.81, 0.78, -0.56, 0.35, 0.27, 0.37, 0.38, 0.41, 0.36],
  "gap_ev": 8.035,
  "e_above_lowest_kcal_mol": 19.9,
  "smiles": "CC1=C(C=O)C=CC1=O",
  "lumo_ev": -1.49
}

{
  "formula": "C19H58BClIN14NbO12P",
  "method": "the ωB97M-V functional and the def2-TZVPD basis",
  "elements": ["C", "C", "C", "C", "C", "C", "C", "C", "C", "Nb", "Cl", "I", "C", "O", "O", "C", "B", "O", "O", "P", "C", "O", "H", "H", "H", "H", "H", "H", "H", "H", "H", "H", "H", "H", "H", "H", "H", "H", "H", "H", "H", "H", "H", "H", "H", "H", "H", "H", "H", "H", "H", "H", "C", "O", "N", "N", "H", "H", "H", "H", "C", "O", "N", "N", "H", "H", "H", "H", "C", "O", "N", "N", "H", "H", "H", "H", "C", "O", "N", "N", "H", "H", "H", "H", "C", "O", "N", "N", "H", "H", "H", "H", "C", "O", "N", "N", "H", "H", "H", "H", "C", "O", "N", "N", "H", "H", "H", "H"],
  "coordinates": [[-0.08, 3.13, 0.80], [-1.04, 3.05, -0.43], [-0.32, 3.40, -1.79], [0.81, 2.33, -2.06], [0.40, 1.39, -3.24], [1.31, 0.12, -3.40], [0.46, -1.21, -3.52], [0.31, -1.99, -2.18], [-0.44, -1.17, -1.11], [-0.74, -2.06, 0.95], [-1.94, -0.02, 1.63], [-1.04, -3.06, 3.62], [1.20, -0.86, 1.20], [1.79, -1.00, 2.50], [2.10, 0.29, 3.00], [0.25, -3.97, 0.44], [1.79, -3.97, 0.73], [2.74, -4.22, -0.32], [2.30, -3.83, 2.03], [-2.96, -3.05, 0.07], [-3.00, -3.16, -1.77], [-4.20, -1.98, 0.39], [-0.55, 3.72, 1.64], [0.88, 3.65, 0.54], [0.18, 2.11, 1.22], [-1.89, 3.78, -0.27], [-1.47, 2.00, -0.51], [-1.08, 3.33, -2.62], [0.07, 4.46, -1.75], [0.93, 1.72, -1.11], [1.81, 2.80, -2.30], [0.45, 2.01, -4.16], [-0.67, 1.07, -3.13], [1.99, 0.20, -4.28], [1.96, 0.03, -2.49], [0.95, -1.88, -4.28], [-0.57, -0.92, -3.85], [-0.29, -2.92, -2.41], [1.33, -2.28, -1.84], [0.16, -0.23, -0.91], [-1.43, -0.82, -1.49], [1.98, -0.99, 0.41], [0.86, 0.22, 1.11], [2.81, 0.59, 2.37], [-0.22, -4.73, 1.12], [0.06, -4.32, -0.61], [3.19, -3.39, -0.63], [2.82, -2.97, 2.15], [-4.01, -3.49, -2.11], [-2.25, -3.94, -2.07], [-2.76, -2.18, -2.27], [-4.10, -1.13, -0.13], [-4.25, -5.59, 5.16], [-4.39, -5.62, 3.96], [-3.49, -4.68, 5.82], [-4.88, -6.50, 5.98], [-3.41, -4.68, 6.82], [-2.99, -3.97, 5.30], [-5.45, -7.20, 5.54], [-4.78, -6.50, 6.98], [-1.85, 3.27, -5.86], [-0.71, 3.54, -5.54], [-2.90, 4.09, -5.57], [-2.17, 2.13, -6.53], [-3.85, 3.87, -5.81], [-2.70, 4.93, -5.06], [-1.42, 1.49, -6.74], [-3.11, 1.88, -6.79], [4.59, -1.53, -4.59], [4.37, -0.86, -3.60], [5.02, -2.82, -4.55], [4.42, -1.03, -5.85], [5.20, -3.36, -5.37], [5.18, -3.25, -3.65], [4.10, -0.07, -5.92], [4.59, -1.55, -6.69], [5.99, -6.25, 0.24], [6.39, -5.77, -0.80], [6.86, -6.73, 1.18], [4.69, -6.35, 0.56], [6.57, -7.13, 2.05], [7.85, -6.66, 0.98], [4.00, -5.97, -0.08], [4.37, -6.74, 1.43], [-4.98, 3.39, 0.97], [-5.04, 3.38, -0.24], [-5.74, 4.24, 1.72], [-4.17, 2.58, 1.69], [-5.70, 4.27, 2.72], [-6.36, 4.86, 1.23], [-3.58, 1.93, 1.19], [-4.12, 2.60, 2.69], [-1.06, 3.14, 4.72], [-2.11, 3.75, 4.78], [0.14, 3.77, 4.83], [-0.99, 1.80, 4.52], [1.02, 3.29, 4.77], [0.14, 4.77, 4.93], [-1.84, 1.29, 4.39], [-0.11, 1.31, 4.46], [1.47, 7.23, 3.29], [1.43, 6.10, 3.74], [0.36, 8.02, 3.24], [2.61, 7.78, 2.80], [0.36, 8.95, 2.86], [-0.50, 7.62, 3.58], [3.44, 7.22, 2.82], [2.65, 8.71, 2.42]],
  "mulliken_charge": [-0.31, 0.26, -0.74, -0.03, -0.69, 0.05, -1.32, 0.15, 1.98, -2.31, -0.13, -0.22, 0.74, -0.28, -0.37, -0.34, 0.66, -0.61, -0.47, 0.46, -0.85, -0.48, 0.26, 0.27, -0.53, 0.28, -0.19, 0.02, 0.36, -0.10, 0.34, 0.37, 0.22, 0.07, 0.26, 0.35, 0.37, -0.01, -0.17, -0.98, 0.33, 0.30, -0.38, 0.30, 0.51, 0.13, 0.24, 0.29, 0.37, 0.19, 0.19, 0.31, 0.67, -0.62, -0.29, -0.41, 0.14, 0.00, 0.22, 0.14, 0.73, -0.63, -0.41, -0.41, 0.15, 0.22, 0.22, 0.15, 0.73, -0.60, -0.39, -0.41, 0.13, 0.20, 0.23, 0.15, 0.68, -0.67, -0.40, -0.28, 0.16, 0.22, 0.14, 0.15, 0.65, -0.67, -0.40, -0.11, 0.16, 0.23, -0.01, 0.13, 0.75, -0.72, -0.30, -0.26, 0.15, 0.16, 0.12, 0.09, 0.62, -0.60, -0.38, -0.43, 0.16, 0.22, 0.22, 0.15],
  "gap_ev": 6.520,
  "lumo_ev": 1.95,
  "total_charge": -1
}

{
  "formula": "C19H24BN6O2S3SbSe4Zr",
  "method": "the ωB97M-V functional and the def2-TZVPD basis",
  "elements": ["Zr", "B", "N", "C", "C", "C", "N", "N", "C", "C", "C", "N", "H", "H", "H", "H", "H", "H", "H", "H", "O", "C", "C", "C", "C", "C", "C", "C", "N", "C", "C", "N", "H", "H", "H", "H", "H", "H", "H", "C", "S", "C", "H", "H", "H", "H", "H", "H", "C", "O", "C", "S", "S", "H", "H", "H", "Se", "Sb", "Se", "Se", "Se"],
  "coordinates": [[-0.49, -0.66, -0.32], [-1.14, -3.25, -0.13], [-2.21, -2.58, -1.10], [-3.48, -2.94, -1.31], [-4.07, -2.01, -2.16], [-3.07, -1.08, -2.43], [-1.95, -1.43, -1.81], [0.16, -3.48, -0.95], [0.58, -4.56, -1.62], [1.80, -4.24, -2.19], [2.03, -2.91, -1.81], [1.03, -2.46, -1.06], [-1.60, -4.28, 0.27], [-0.84, -2.49, 0.82], [-3.89, -3.81, -0.83], [-5.09, -1.99, -2.51], [-3.11, -0.17, -3.01], [-0.01, -5.46, -1.63], [2.43, -4.87, -2.79], [2.87, -2.27, -2.03], [0.98, -0.25, 0.92], [2.27, 0.00, 0.85], [3.10, -0.27, 1.94], [4.45, 0.04, 1.90], [5.01, 0.62, 0.77], [4.20, 0.88, -0.32], [2.84, 0.57, -0.31], [2.03, 0.83, -1.53], [1.08, 0.06, -2.03], [0.69, 0.65, -3.21], [1.40, 1.77, -3.43], [2.26, 1.87, -2.35], [2.64, -0.69, 2.82], [5.07, -0.17, 2.77], [6.06, 0.88, 0.75], [4.63, 1.31, -1.22], [-0.11, 0.24, -3.80], [1.31, 2.54, -4.17], [2.84, 2.66, -2.16], [1.20, 3.23, 1.30], [0.30, 2.27, 2.54], [-1.25, 3.18, 2.54], [2.27, 3.02, 1.43], [1.00, 4.29, 1.43], [0.90, 2.93, 0.30], [-1.86, 2.89, 1.68], [-1.07, 4.25, 2.52], [-1.79, 2.89, 3.45], [-3.07, -0.25, 5.12], [-2.94, 0.11, 3.75], [-2.68, -0.85, 2.86], [-2.60, -2.46, 3.28], [-2.48, -0.10, 1.26], [-3.34, 0.67, 5.63], [-2.12, -0.63, 5.50], [-3.83, -1.01, 5.26], [-0.48, 4.32, -3.87], [-1.89, 3.89, -1.88], [-1.28, 1.52, -0.89], [-4.23, 3.54, -2.50], [-1.49, 5.70, -0.28]],
  "mulliken_charge": [-0.71, 0.75, 0.36, -0.15, -1.09, -0.13, -0.23, -0.57, -0.24, -1.26, -0.07, 0.57, -0.16, 0.09, 0.44, 0.39, 0.48, 0.46, 0.39, 0.53, -0.15, -0.17, -0.56, -0.40, -0.80, -0.89, 0.79, 0.11, 0.67, -0.79, -0.79, 0.09, 0.46, 0.39, 0.38, 0.43, 0.35, 0.65, 0.30, -0.46, -0.02, -0.59, 0.23, 0.43, -0.22, 0.03, 0.33, 0.24, -0.85, -0.20, 0.16, -0.39, -0.21, 0.23, 0.34, 0.35, -0.68, 0.73, -0.02, -0.71, -0.65],
  "gap_ev": 5.423,
  "e_above_lowest_kcal_mol": 66.2,
  "lumo_ev": 3.99,
  "total_charge": -2
}

{
  "formula": "C29H45BBrN9O3SW",
  "method": "the ωB97M-V functional and the def2-TZVPD basis",
  "elements": ["W", "C", "C", "C", "C", "C", "N", "N", "B", "N", "N", "C", "C", "C", "C", "C", "N", "N", "C", "C", "C", "C", "C", "H", "H", "H", "H", "H", "H", "H", "H", "H", "H", "H", "H", "H", "H", "H", "H", "H", "H", "H", "H", "H", "H", "C", "C", "N", "O", "C", "C", "N", "O", "H", "H", "H", "H", "H", "H", "H", "C", "C", "C", "C", "C", "Br", "N", "C", "H", "H", "H", "H", "H", "H", "C", "C", "S", "O", "C", "C", "H", "H", "H", "H", "H", "H", "H", "H", "H", "H"],
  "coordinates": [[-0.33, -0.16, 0.04], [-2.51, -3.15, -0.96], [-2.92, -2.22, 0.13], [-3.93, -2.48, 1.05], [-4.00, -1.37, 1.87], [-4.92, -1.09, 3.01], [-3.07, -0.50, 1.45], [-2.40, -1.01, 0.38], [-2.81, 0.93, 1.92], [-2.68, 1.80, 0.66], [-1.77, 1.53, -0.31], [-1.97, 2.45, -1.28], [-1.32, 2.69, -2.62], [-3.01, 3.28, -0.92], [-3.45, 2.84, 0.32], [-4.55, 3.38, 1.18], [-1.50, 1.03, 2.68], [-0.33, 0.74, 2.06], [0.64, 0.89, 2.97], [2.10, 0.72, 2.71], [0.08, 1.26, 4.18], [-1.28, 1.35, 3.97], [-2.37, 1.73, 4.92], [-3.23, -3.96, -1.01], [-1.52, -3.57, -0.77], [-2.50, -2.65, -1.93], [-4.55, -3.36, 1.09], [-5.57, -1.95, 3.17], [-5.54, -0.22, 2.82], [-4.37, -0.91, 3.94], [-3.71, 1.31, 2.60], [0.41, 2.79, -3.49], [-1.44, 3.75, -2.80], [-1.91, 2.17, -3.38], [-3.41, 4.11, -1.48], [-4.98, 4.25, 0.69], [-4.17, 3.68, 2.16], [-5.33, 2.64, 1.33], [2.32, 0.41, 1.70], [2.51, -0.05, 3.38], [2.63, 1.65, 2.93], [0.60, 1.47, 5.10], [-1.94, 1.96, 5.89], [-3.09, 0.92, 5.05], [-2.92, 2.60, 4.57], [0.22, -3.37, -3.23], [-0.11, -2.04, -2.68], [0.02, -1.60, -1.47], [-0.05, -1.60, 1.16], [-0.83, -0.83, -3.13], [-1.42, -0.30, -4.38], [-0.74, -0.32, -1.94], [0.05, 2.34, -2.72], [0.65, -4.02, -2.47], [0.92, -3.29, -4.07], [-0.69, -3.83, -3.61], [0.63, -2.21, 1.45], [-1.69, -1.12, -5.04], [-0.70, 0.33, -4.90], [-2.32, 0.29, -4.18], [4.01, 1.06, -2.84], [3.13, 1.60, -1.73], [3.45, 2.74, -1.01], [2.55, 3.24, -0.10], [1.36, 2.56, 0.14], [0.16, 3.54, 1.20], [1.11, 1.37, -0.42], [1.96, 0.97, -1.39], [4.52, 1.87, -3.35], [3.42, 0.51, -3.57], [4.77, 0.38, -2.44], [4.38, 3.27, -1.20], [2.72, 4.17, 0.42], [1.65, 0.10, -1.95], [5.39, -0.48, 1.30], [4.76, -1.84, 1.01], [3.60, -1.74, -0.34], [2.32, -1.18, 0.25], [3.30, -3.50, -0.65], [3.69, -3.88, -2.07], [6.05, -0.56, 2.16], [4.63, 0.26, 1.53], [5.98, -0.13, 0.46], [4.20, -2.25, 1.85], [5.51, -2.57, 0.70], [2.23, -3.60, -0.46], [3.84, -4.08, 0.10], [3.17, -3.28, -2.81], [3.46, -4.93, -2.25], [4.76, -3.75, -2.23]],
  "mulliken_charge": [1.09, -1.17, 0.81, -1.60, 0.80, -1.33, 0.40, -0.06, -1.45, 0.74, 0.24, 0.72, -1.48, -1.42, 0.68, -1.54, 0.69, 0.37, 0.36, -0.19, -2.07, 1.10, -1.34, 0.44, 0.15, 0.13, 0.54, 0.40, 0.29, 0.21, -0.05, 0.29, 0.61, 0.21, 0.59, 0.42, 0.29, 0.28, -0.66, 0.53, 0.41, 0.57, 0.40, 0.22, 0.25, -1.65, 0.06, 0.13, -0.49, 0.90, -1.73, 0.37, -0.28, 0.28, 0.40, 0.37, 0.18, 0.50, 0.25, 0.43, -1.63, 0.61, -0.76, -1.16, -0.05, 0.08, 2.11, -0.46, 0.49, 0.36, 0.25, 0.57, 0.59, 0.12, -1.02, -0.74, 0.38, -0.13, -0.42, -1.20, 0.39, 0.14, 0.32, 0.36, 0.55, 0.09, 0.59, 0.25, 0.40, 0.37],
  "gap_ev": [7.486, 7.484],
  "e_above_lowest_kcal_mol": 23.7,
  "lumo_ev": [-6.16, -6.16],
  "total_charge": 2
}

What E_tot values result from the calculations? In sequence: -420.7571; -3609.6061; -12330.1609; -4914.2670 Eh.
What maximum force values result from the calculations? In sequence: 2.52; 1.83; 1.80; 3.18 eV/Å.